1.
ORCA calculation (ωB97M-V with the def2-TZVPD basis set) on a 2-piece molecular cluster, C4H9OP overall at a distorted geometry.

Output
- E: -15627.5054 eV
- Energy relative to the best compared isomer or geometry (same formula, charge and spin): 49.1 kcal per mole
- HOMO-LUMO gap: 0.31589 Eh
- M: 104.1 g mol⁻¹

Last column: Löwdin charge in e.
CARTESIAN COORDINATES (ANGSTROEM)
H: -2.58 -0.51 1.14  0.0719
P: 0.56 1.34 -1.14  0.8696
O: 1.34 0.44 1.34  -0.0505
H: -2.23 1.76 -0.33  0.0558
C: 1.39 0.14 0.15  -0.6755
H: -1.05 0.13 1.58  0.0582
H: 3.02 -1.09 -0.36  0.0366
C: 2.02 -1.17 -0.29  -0.0715
H: 1.78 -1.87 0.48  0.0852
H: 0.58 2.51 -0.35  -0.1372
C: -1.62 -0.18 0.71  -0.2191
H: 1.81 -1.41 -1.34  0.0746
C: -1.75 0.74 -0.47  -0.2073
H: -2.03 0.28 -1.48  0.0536
H: -1.24 -1.12 0.36  0.0555

2.
ORCA calculation (ωB97M-V with the def2-TZVPD basis set) on C4H9OPS as an isolated structure at a distorted geometry.

Output
- E: -26464.4416 eV
- Energy relative to the best compared isomer or geometry (same formula, charge and spin): 46.4 kcal per mole
- HOMO-LUMO gap: 0.34050 Eh
- M: 136.2 g mol⁻¹

Last column: Löwdin charge in e.
CARTESIAN COORDINATES (ANGSTROEM)
H: -2.25 1.59 1.45  -0.0174
C: 0.86 -1.22 0.04  -0.2946
C: 0.01 0.68 -1.23  -0.3102
O: -2.06 1.15 0.61  -0.3553
H: 0.21 -1.32 -2.06  0.0728
H: 0.91 -2.33 0.27  0.1291
H: -0.73 -0.58 1.31  0.0550
H: 0.85 0.87 -1.87  0.0872
S: 1.03 2.81 1.32  0.1871
C: 0.34 -0.45 1.22  -0.3295
H: -0.94 1.06 -1.56  0.0704
H: 1.88 -0.77 -0.17  0.1205
C: -0.08 -0.91 -1.16  -0.2000
P: 0.18 1.24 0.45  0.5180
H: 0.92 -0.52 2.18  0.1163
H: -1.13 -1.31 -0.81  0.1507

3.
ORCA calculation (ωB97M-V with the def2-TZVPD basis set) on a 2-piece molecular cluster, C4H9PS overall at a distorted geometry.

Output
- E: -24414.7950 eV
- Energy relative to the best compared isomer or geometry (same formula, charge and spin): 73.3 kcal per mole
- HOMO-LUMO gap (spin up / spin down): 0.28797 / 0.28800 Eh
- M: 120.2 g mol⁻¹

Last column: Löwdin charge in e.
CARTESIAN COORDINATES (ANGSTROEM)
H: 0.15 1.53 -2.13  0.0015
H: 1.76 -0.78 -0.08  0.0439
C: 0.91 -1.50 -0.05  -0.5648
H: -1.40 -0.60 0.92  -0.2083
C: -0.64 2.03 -0.13  -0.2102
H: 1.89 -2.51 1.53  0.0785
H: -1.68 1.83 -0.39  0.0648
H: 1.29 1.31 -0.65  0.0486
C: 0.86 -2.25 1.06  -0.1272
P: -0.43 -1.17 -1.29  0.5820
H: -0.04 -2.73 1.51  0.0470
C: 0.29 1.40 -1.10  -0.1466
H: -0.37 3.04 0.04  0.0598
S: -2.13 -1.19 -0.03  0.2984
H: -0.43 1.60 0.80  0.0326

4.
ORCA calculation (ωB97M-V with the def2-TZVPD basis set) on a 2-piece molecular cluster, C4H9S overall at a distorted geometry.

Output
- E: -15128.9159 eV
- Energy relative to the best compared isomer or geometry (same formula, charge and spin): 16.9 kcal per mole
- HOMO-LUMO gap: 0.23044 Eh
- M: 89.2 g mol⁻¹
- Charge: -1

Last column: Löwdin charge in e.
CARTESIAN COORDINATES (ANGSTROEM)
C: -0.24 -1.24 1.24  -0.0274
H: -1.77 0.84 -2.81  -0.0317
H: 1.33 0.21 -0.33  -0.0228
H: -0.85 -1.63 2.06  0.0344
C: -1.28 0.41 -1.93  -0.7317
H: 0.59 0.08 2.64  0.0761
H: -2.02 -0.24 -1.46  -0.0226
C: 0.57 -0.25 1.59  -0.2732
H: -1.07 1.22 -1.22  -0.0157
H: 2.52 0.47 0.99  0.0609
C: 1.46 0.55 0.72  -0.1593
H: -0.59 -1.49 0.25  0.0190
S: 0.19 -0.53 -2.48  0.0284
H: 1.17 1.61 0.74  0.0656

5.
ORCA calculation (ωB97M-V with the def2-TZVPD basis set) on a 2-piece molecular cluster, C4HF3NO2 overall at a distorted geometry.

Output
- E: -17896.9069 eV
- Energy relative to the best compared isomer or geometry (same formula, charge and spin): 64.6 kcal per mole
- HOMO-LUMO gap (spin up / spin down): 0.30377 / 0.30373 Eh
- M: 152.1 g mol⁻¹
- Charge: -1

Last column: Löwdin charge in e.
CARTESIAN COORDINATES (ANGSTROEM)
O: 1.95 -0.05 1.39  0.0510
F: -1.16 -1.24 1.64  0.0331
C: 0.91 -0.18 -0.38  0.1643
C: -1.22 -1.43 0.35  0.0835
H: -2.04 0.71 0.20  0.1275
C: 2.33 -0.03 0.24  -0.7503
F: -2.16 -0.14 -1.50  0.0189
C: -1.53 -0.04 -0.29  -0.3891
N: -0.20 0.33 -0.45  0.0566
O: 3.39 -0.07 -0.32  0.0489
F: -0.26 2.14 -0.88  -0.4445

6.
ORCA calculation (ωB97M-V with the def2-TZVPD basis set) on C4HFOS2 in the gas phase at a distorted geometry.

Output
- E: -30597.7453 eV
- SMILES: O=C1SC(=S)C=C1F
- Energy relative to the best compared isomer or geometry (same formula, charge and spin): 21.2 kcal per mole
- HOMO-LUMO gap: 0.27479 Eh
- M: 148.2 g mol⁻¹

Last column: Löwdin charge in e.
CARTESIAN COORDINATES (ANGSTROEM)
S: 1.36 -0.45 0.31  0.9580
C: 0.37 0.88 -0.45  -1.0470
F: -2.56 -0.91 0.58  0.0855
C: -1.35 -0.54 0.00  -0.2001
C: -0.24 -1.38 0.39  -0.6373
H: -1.63 1.31 -1.00  0.0978
S: 1.24 2.25 -0.77  0.6682
C: -1.05 0.62 -0.54  -0.0659
O: -0.41 -2.42 0.86  0.1408